Entry 1:
Entry from the Open Molecules 2025 dataset: 13 unconnected molecules or ions with the total composition C23H64N8O31S5 at a distorted geometry (wB97M-V/def2-TZVPD).

frontier orbital gap: 10.468 eV
energy relative to the best compared isomer or geometry (same formula, charge and spin): 0.000 eV

```
131
C23H64N8O31S5 | the Open Molecules 2025 dataset | wB97M-V/def2-TZVPD
O 4.87653 4.13492 1.28610
S 5.62462 2.95929 1.06667
O 6.02730 2.14534 2.19254
O 4.96065 1.95653 0.06706
C 3.61810 2.11380 -0.37050
C 3.53994 3.18175 -1.43442
C 7.03525 3.53039 0.23134
H 2.88464 2.26813 0.46228
H 3.31591 1.09847 -0.68088
H 3.97870 4.08152 -1.02370
H 2.49503 3.45591 -1.53454
H 3.94806 2.94401 -2.42617
H 7.56318 4.11348 0.97896
H 6.73957 4.07418 -0.61088
H 7.64393 2.70231 -0.12493
O 1.41417 -3.36628 -0.51918
S 1.35107 -2.56248 -1.68536
O 2.06751 -1.32914 -1.60512
O 1.81108 -3.44911 -2.87024
C 3.04675 -4.23753 -2.68931
C 3.03844 -5.30614 -3.74208
C -0.29441 -2.28232 -2.07639
H 3.16079 -4.70037 -1.72091
H 3.84863 -3.48544 -2.76386
H 3.00052 -4.94618 -4.78066
H 2.29436 -6.08839 -3.55036
H 3.97237 -5.89199 -3.61929
H -0.62418 -1.58936 -1.27733
H -0.86178 -3.20977 -2.11701
H -0.38843 -1.72631 -3.06381
O -2.51397 -6.19624 4.01809
S -2.19932 -4.93818 3.45329
O -3.17248 -3.93446 3.35813
O -0.96355 -4.25135 4.21373
C 0.17185 -5.16467 4.58116
C 0.88781 -4.48460 5.70093
C -1.49952 -5.21327 1.88801
H 0.86670 -5.27649 3.81050
H -0.24155 -6.10356 4.85321
H 1.47742 -3.68757 5.32207
H 1.64191 -5.16972 6.24424
H 0.20113 -4.19479 6.54363
H -0.87742 -6.12226 1.86385
H -0.84552 -4.38273 1.64076
H -2.30563 -5.38123 1.19913
O 1.29085 2.27977 3.27320
S 1.78667 3.59504 3.07215
O 2.15746 4.12773 1.78371
O 0.72111 4.63063 3.56403
C -0.28475 4.04165 4.44875
C -1.18944 5.12663 4.97730
C 3.29576 3.76298 4.09285
H 0.28614 3.75588 5.35343
H -0.82534 3.12004 4.08787
H -0.58701 5.94582 5.38551
H -1.73243 4.75131 5.78489
H -1.91323 5.62660 4.32681
H 4.09631 3.14336 3.62188
H 3.06356 3.51496 5.10297
H 3.40460 4.88184 4.04581
O 0.74286 1.31678 0.19081
S -0.31072 1.84874 -0.67355
O 0.02362 2.13728 -2.04277
O -1.55080 0.92065 -0.53572
C -2.75580 1.03137 -1.31102
C -2.76650 0.10892 -2.53101
C -0.90058 3.36606 0.14697
H -3.02447 2.03032 -1.61301
H -3.47862 0.63957 -0.61007
H -2.50702 -0.94709 -2.31608
H -2.16479 0.36622 -3.44354
H -3.81278 0.04866 -2.90232
H -0.27052 3.53815 1.01363
H -1.97297 3.30211 0.39739
H -0.95065 4.21181 -0.60279
C -5.26183 2.38729 4.13505
N -5.38110 1.81661 2.77937
O -5.40498 0.59640 2.77610
O -5.42831 2.55303 1.78552
H -4.31590 1.99624 4.54740
H -6.13583 2.08634 4.80583
H -5.18422 3.48497 4.15237
C -4.49728 -2.15692 0.90719
N -3.36852 -2.53250 -0.00232
O -2.27944 -2.05932 0.28896
O -3.65405 -3.21218 -0.98445
H -4.46013 -2.77091 1.76952
H -5.48157 -2.39021 0.33621
H -4.34689 -1.06901 1.07001
C 2.45696 6.95370 -0.00261
N 1.27312 6.53750 -0.82371
O 1.47432 5.74599 -1.75668
O 0.20814 7.07132 -0.52110
H 2.12709 7.67291 0.76652
H 3.07551 7.38965 -0.73181
H 2.96044 6.04984 0.40327
C 2.76990 -0.91717 1.51357
N 2.62480 -2.38807 2.08994
O 1.72259 -2.70914 2.84674
O 3.47163 -3.13711 1.70364
H 2.34980 -0.27712 2.29915
H 2.08841 -0.98529 0.63680
H 3.79557 -0.76183 1.25478
C -3.91599 -4.33105 -3.95221
N -4.70549 -4.41314 -5.23776
O -4.55074 -3.59377 -6.12156
O -5.45272 -5.37943 -5.34401
H -2.87333 -4.27757 -4.25047
H -4.08834 -5.28613 -3.36337
H -4.25380 -3.49435 -3.36266
C -2.44197 -1.69301 -7.86706
N -2.29476 -1.47957 -6.39551
O -1.49825 -2.08074 -5.71694
O -3.07564 -0.67456 -5.91484
H -1.46473 -1.38693 -8.30589
H -3.26421 -1.06880 -8.13781
H -2.52328 -2.79827 -8.10950
C 1.64453 0.77400 -5.33451
N 0.96310 -0.04530 -6.41705
O 1.44354 -1.15064 -6.63090
O 0.00020 0.39176 -7.02565
H 2.23002 1.53176 -5.85619
H 2.22180 0.01213 -4.78851
H 0.85011 1.26316 -4.75541
C -0.91624 -0.13936 2.68640
N -1.92731 0.89335 3.05925
O -2.78581 1.21454 2.24197
O -1.99809 1.16423 4.21637
H -1.38237 -0.81816 1.98372
H -0.70028 -0.64495 3.60881
H -0.02484 0.22389 2.26920
```

---

Entry 2:
Entry from the Open Molecules 2025 dataset: 2 unconnected molecules or ions with the total composition C4H7NO at a distorted geometry (wB97M-V/def2-TZVPD).

frontier orbital gap: 11.153 eV
structure (SMILES): CC(=O)CC#N.[H][H]
energy relative to the best compared isomer or geometry (same formula, charge and spin): 1.867 eV

```
13
C4H7NO | the Open Molecules 2025 dataset | wB97M-V/def2-TZVPD
C 1.47449 -0.35365 -0.09903
C 0.09274 -0.92905 0.06237
O -0.24438 -1.99178 -0.40127
C -0.93105 -0.15007 0.91019
C -0.67116 1.28331 1.03532
N -0.44722 2.41477 1.12141
H 2.03132 -0.94932 -0.82320
H 1.43245 0.69252 -0.41589
H 1.99382 -0.37548 0.86648
H -0.93953 -0.59684 1.91204
H -1.92021 -0.31628 0.47454
H -0.90550 0.92323 -2.05674
H -0.93569 0.20965 -2.26642
```

---

Entry 3:
Entry from the Open Molecules 2025 dataset: a gas-phase ion, HN6O (charge -1) at a distorted geometry (wB97M-V/def2-TZVPD).

frontier orbital gap: 8.469 eV
structure (SMILES): [N-]=N/N=N\[N+]([NH-])=O
charge: -1
energy relative to the best compared isomer or geometry (same formula, charge and spin): 2.304 eV

```
8
HN6O | the Open Molecules 2025 dataset | wB97M-V/def2-TZVPD
N -0.88659 2.10725 0.94437
N -0.43224 1.07953 1.07674
N -0.02169 0.07538 1.54289
N 0.42197 -1.00890 0.82208
N 0.30872 -0.92502 -0.43141
N -0.14930 0.19497 -0.91694
O 0.71453 -1.87380 -1.12356
H 0.04460 0.35060 -1.91416
```

---

Entry 4:
Entry from the Open Molecules 2025 dataset: 2 unconnected molecules or ions with the total composition HNO4 at a distorted geometry (wB97M-V/def2-TZVPD).

frontier orbital gap: 7.715 eV
structure (SMILES): O=NO.O=O
energy relative to the best compared isomer or geometry (same formula, charge and spin): 0.916 eV

```
6
HNO4 | the Open Molecules 2025 dataset | wB97M-V/def2-TZVPD
O -2.85704 -0.14838 -0.01702
N -1.72385 -0.48050 -0.01538
O -0.91195 0.59118 -0.03440
H -0.04453 0.17185 0.09719
O 3.33050 -0.28226 -0.03546
O 2.20687 0.14811 0.00508
```

---

Entry 5:
Entry from the Open Molecules 2025 dataset: a molecular structure, C5H8O2 (wB97M-V/def2-TZVPD).

frontier orbital gap: 10.265 eV
energy relative to the best compared isomer or geometry (same formula, charge and spin): 2.710 eV

```
15
C5H8O2 | the Open Molecules 2025 dataset | wB97M-V/def2-TZVPD
C -1.40437 1.18393 -0.29568
C -0.25675 0.21972 -0.08357
C -0.04601 -0.45911 1.27369
O 1.38071 -0.57147 1.11698
C 1.25829 0.26936 -0.05638
C 0.57002 -0.57192 -1.08457
O 0.69133 -1.95212 -0.98746
H -1.34932 2.01586 0.41644
H -1.46852 1.61092 -1.30259
H -2.35653 0.66519 -0.11298
H -0.55009 -1.41484 1.41285
H -0.23739 0.24418 2.08970
H 1.97604 1.07577 -0.10909
H 0.60617 -0.23265 -2.11966
H 1.18642 -2.08280 -0.15768
```

---

Entry 6:
Entry from the Open Molecules 2025 dataset: 2 unconnected molecules or ions with the total composition C3H10N2O2 at a distorted geometry (wB97M-V/def2-TZVPD).

frontier orbital gap (spin up / spin down): 7.192 / 9.766 eV
energy relative to the best compared isomer or geometry (same formula, charge and spin): 8.522 eV

```
17
C3H10N2O2 | the Open Molecules 2025 dataset | wB97M-V/def2-TZVPD
C -1.59650 -1.64569 0.29520
C 0.34172 -0.08782 -1.57490
C -0.70031 -0.83638 1.06782
N 1.64009 2.43738 0.66833
N 0.23532 1.00644 -0.66853
O 0.57525 -1.13754 1.43404
O 1.42712 1.22181 0.07018
H -1.04002 -2.55852 -0.19059
H -2.42269 -2.11952 1.02974
H -2.17857 -0.95399 -0.51385
H 0.91841 -0.95027 -1.06374
H -0.69309 -0.42218 -1.89106
H 0.76728 0.36451 -2.56519
H -1.19010 0.10831 1.43519
H 1.80247 3.20466 0.02600
H 0.89907 2.82649 1.22407
H 1.21454 -0.45770 1.21729
```

---

Which formula does entry 1 have?
C23H64N8O31S5

---

Among the records above, which one has the highest energy relative to the best compared isomer or geometry (same formula, charge and spin)?
C3H10N2O2